1.
{
  "formula": "C14H40LiNO13",
  "method": "the ωB97M-V functional and the def2-TZVPD basis",
  "symbols": ["Li", "N", "O", "O", "O", "C", "C", "C", "O", "H", "H", "H", "H", "H", "H", "H", "H", "C", "C", "C", "O", "H", "H", "H", "H", "H", "H", "H", "H", "C", "C", "O", "O", "H", "H", "H", "H", "H", "H", "C", "C", "O", "O", "H", "H", "H", "H", "H", "H", "C", "C", "O", "O", "H", "H", "H", "H", "H", "H", "C", "C", "O", "O", "H", "H", "H", "H", "H", "H"],
  "positions_angstrom": [[2.74090, 3.08305, -0.37561], [1.64697, 0.64028, 0.34449], [2.64305, 0.52325, 1.03648], [1.36219, 1.79110, -0.14317], [0.89370, -0.29661, 0.08461], [-3.02334, -3.35729, 1.07325], [-2.27405, -2.83496, 2.29276], [-1.88044, -3.90442, 3.26455], [-1.07307, -2.15705, 1.89901], [-2.40147, -4.04900, 0.50060], [-3.39065, -2.55268, 0.43270], [-3.93205, -3.89522, 1.37031], [-2.91700, -2.06869, 2.75457], [-1.53900, -3.47733, 4.20665], [-1.07520, -4.50028, 2.82895], [-2.70840, -4.57971, 3.48565], [-1.29640, -1.33579, 1.44518], [-0.87608, 3.13604, -4.66375], [0.53226, 3.03502, -4.13122], [0.75210, 1.71362, -3.41164], [1.39760, 3.12239, -5.27675], [-1.16636, 4.13503, -4.98083], [-1.58389, 2.78277, -3.90997], [-0.95024, 2.46732, -5.52333], [0.79071, 3.87488, -3.46911], [0.50123, 0.89512, -4.09228], [0.14356, 1.62374, -2.51410], [1.80801, 1.55827, -3.16369], [2.30838, 2.93549, -5.03239], [5.36887, 1.63533, 2.14853], [5.15311, 0.29498, 2.78958], [5.45833, -0.78679, 1.91543], [6.76184, 1.99959, 2.09541], [4.89400, 2.41970, 2.74201], [4.93884, 1.69278, 1.14273], [4.08498, 0.19633, 2.99072], [5.74234, 0.21741, 3.70213], [6.20226, -0.54064, 1.35754], [7.21879, 1.48720, 1.42294], [-1.92509, -2.07814, -2.75351], [-0.62726, -2.63311, -2.20132], [0.40293, -2.78060, -3.17525], [-2.49704, -2.90799, -3.76248], [-1.74426, -1.09937, -3.20765], [-2.61006, -2.02871, -1.91009], [-0.81278, -3.59611, -1.71162], [-0.27402, -1.95506, -1.42122], [0.03139, -3.27181, -3.91329], [-1.93160, -2.86639, -4.53817], [-3.80784, 0.84414, -0.82126], [-2.30986, 0.91622, -0.79974], [-1.76411, 0.17915, 0.28293], [-4.21011, 1.64928, -1.95578], [-4.25797, 1.27074, 0.07477], [-4.14240, -0.17858, -1.00198], [-1.99324, 1.96362, -0.74149], [-1.94485, 0.47579, -1.73178], [-0.79987, 0.17619, 0.12654], [-4.83726, 1.16453, -2.49779], [-0.51966, 1.02762, 3.48702], [0.55002, 0.21939, 4.14486], [1.76554, 0.93157, 4.24309], [-0.83248, 2.20243, 4.22993], [-1.41998, 0.41358, 3.35574], [-0.18580, 1.27396, 2.47235], [0.65692, -0.67632, 3.52731], [0.23541, -0.16881, 5.12341], [1.60458, 1.69317, 4.80910], [-1.05557, 2.91538, 3.62842]],
  "multiplicity": 1,
  "gap_ev": 7.792,
  "lumo_ev": -1.73,
  "e_homo_ev": -9.52,
  "max_force_ev_per_a": 1.4
}

2.
{
  "formula": "C7H15NO3P",
  "method": "the ωB97M-V functional and the def2-TZVPD basis",
  "symbols": ["C", "C", "C", "C", "C", "C", "C", "N", "O", "O", "O", "P", "H", "H", "H", "H", "H", "H", "H", "H", "H", "H", "H", "H", "H", "H", "H"],
  "positions_angstrom": [[-1.05400, -1.84614, -0.14293], [-1.21105, -0.55704, 0.50367], [-2.01684, -2.24494, -1.11955], [2.37253, -1.72502, -0.91466], [1.32663, 2.49498, 1.42920], [2.07668, -0.22230, -0.87098], [1.63465, 1.71707, 0.11298], [2.08385, 0.34177, 0.22262], [-1.72739, 1.35020, -0.64200], [-2.25913, 1.77346, 1.76480], [-3.84569, 0.26125, 0.40534], [-2.43016, 0.69987, 0.45087], [-0.30604, -2.52258, -0.00448], [-2.91740, -1.60387, -1.16283], [-2.48477, -3.13492, -1.01387], [-1.44085, -2.25184, -2.03746], [1.93876, -2.19424, -0.11103], [1.99751, -2.33346, -1.80137], [3.42770, -1.91923, -0.82779], [0.24477, 2.32108, 1.67158], [1.96358, 2.30855, 2.31305], [1.40236, 3.56915, 1.25496], [1.75741, 0.27140, -1.78750], [-0.36523, -0.17982, 1.11031], [2.37727, 2.33464, -0.43902], [0.68834, 1.59300, -0.44975], [-3.23348, 1.69900, 2.08587]],
  "multiplicity": 1,
  "de_lowest_ev": 3.695,
  "total_charge": -1,
  "gap_ev": 7.737,
  "lumo_ev": 3.57,
  "e_homo_ev": -4.17,
  "max_force_ev_per_a": 8.0
}

3.
{
  "formula": "C48H53AsN4OPRh",
  "method": "the ωB97M-V functional and the def2-TZVPD basis",
  "symbols": ["Rh", "C", "C", "C", "C", "C", "C", "C", "C", "C", "C", "N", "C", "C", "C", "C", "C", "N", "H", "H", "H", "H", "H", "H", "H", "H", "H", "H", "H", "H", "H", "H", "H", "H", "H", "O", "C", "C", "C", "N", "C", "C", "N", "C", "C", "H", "H", "H", "H", "H", "H", "H", "H", "H", "H", "H", "H", "C", "C", "As", "C", "C", "C", "C", "C", "C", "C", "C", "C", "C", "C", "C", "P", "C", "C", "C", "C", "C", "C", "C", "C", "C", "C", "C", "C", "H", "H", "H", "H", "H", "H", "H", "H", "H", "H", "H", "H", "H", "H", "H", "H", "H", "H", "H", "H", "H", "H", "H", "H"],
  "positions_angstrom": [[-1.02713, -0.59447, -0.92876], [-1.56938, -1.07101, 4.79598], [-0.73712, -0.75511, 3.51593], [-0.81365, 0.67090, 3.08907], [-0.25530, 1.68436, 3.90382], [-0.29906, 3.01372, 3.48780], [-0.66819, 3.32722, 2.19383], [-1.18717, 2.38387, 1.33610], [-1.67808, 2.76511, -0.12692], [-2.24577, 4.21296, -0.22537], [-1.28630, 1.07531, 1.84905], [-1.87171, 0.12168, 1.01758], [-2.78309, -0.74261, 1.40381], [-3.17965, -1.79943, 0.64851], [-4.19890, -2.72946, 0.92796], [-4.18679, -3.59746, -0.12580], [-3.18723, -3.18503, -1.00190], [-2.56329, -2.08089, -0.56143], [-1.41722, -2.12895, 5.09359], [-2.62819, -0.90983, 4.64728], [-1.23478, -0.42297, 5.63286], [-0.99032, -1.39242, 2.67701], [0.31302, -1.05149, 3.66179], [0.16126, 1.51404, 4.91398], [-0.03808, 3.77060, 4.20207], [-0.64736, 4.40467, 1.95339], [-2.48137, 2.08956, -0.39787], [-0.77724, 2.66555, -0.79476], [-1.53490, 4.98824, -0.01397], [-3.07830, 4.37169, 0.49774], [-2.63814, 4.39006, -1.22643], [-3.31622, -0.61779, 2.36284], [-4.83176, -2.62828, 1.79514], [-4.83741, -4.48741, -0.31482], [-2.90636, -3.63674, -1.95628], [-0.30350, -1.00904, -3.87782], [-0.61006, -0.83474, -2.77602], [-5.27863, -0.45059, -1.91782], [-6.10369, 0.46786, -0.91125], [-6.60055, 1.56267, -1.64827], [-7.50892, 1.14756, -2.67789], [-6.55697, 0.30958, -3.74997], [-5.19538, 0.23875, -3.21089], [-4.57324, 1.48863, -3.08351], [-5.56528, 2.44326, -2.08524], [-5.80794, -1.37366, -2.10821], [-4.31431, -0.60413, -1.43755], [-5.50262, 0.73236, -0.06326], [-6.97984, -0.10724, -0.56288], [-8.00031, 2.00536, -3.18345], [-8.24567, 0.48254, -2.19233], [-6.66800, 0.81994, -4.71598], [-7.03204, -0.68591, -3.82981], [-4.51318, 1.97939, -4.07722], [-3.63943, 1.39491, -2.54373], [-6.01399, 3.28583, -2.57659], [-4.98762, 2.84903, -1.22525], [1.93710, -0.37006, 1.03156], [3.43014, -0.42757, 1.21124], [4.34679, 0.36560, -0.20384], [3.84769, 2.11576, -0.69891], [3.15257, 2.91423, 0.19428], [2.67965, 4.15615, -0.19640], [3.02815, 4.64814, -1.46890], [3.84578, 3.87316, -2.31040], [4.23486, 2.58556, -1.92855], [6.19586, 0.43547, 0.37795], [6.69314, -0.77757, 0.87535], [7.83057, -0.83383, 1.61122], [8.57028, 0.35223, 1.80785], [8.20242, 1.51289, 1.21477], [6.95265, 1.61903, 0.52643], [0.99823, -1.49691, -0.09403], [0.82357, -3.12219, 0.64500], [-0.05896, -4.03294, 0.04139], [-0.30585, -5.22969, 0.64863], [0.35027, -5.62442, 1.80457], [1.21198, -4.71203, 2.42208], [1.41321, -3.46295, 1.84925], [2.25264, -1.75354, -1.35025], [2.47967, -0.69422, -2.25371], [3.50451, -0.77874, -3.19782], [4.34768, -1.85690, -3.14808], [4.18857, -2.88199, -2.21128], [3.10744, -2.84895, -1.35251], [1.71033, 0.63955, 0.64946], [1.43862, -0.50171, 1.98125], [3.93043, -1.41764, 1.30908], [3.76061, 0.12939, 2.12064], [2.86625, 2.53531, 1.14827], [2.02281, 4.72861, 0.39627], [2.64066, 5.58604, -1.81089], [4.15733, 4.24360, -3.30272], [4.75050, 1.97667, -2.63795], [6.18922, -1.71683, 0.66876], [8.11952, -1.78436, 2.00561], [9.48226, 0.29845, 2.35630], [8.83858, 2.38128, 1.21507], [6.65838, 2.59847, 0.17536], [-0.60612, -3.75080, -0.84481], [-0.97364, -5.89918, 0.18248], [0.20590, -6.58298, 2.25383], [1.75485, -4.93475, 3.30945], [2.07097, -2.80905, 2.39962], [1.81708, 0.16288, -2.25101], [3.64006, 0.03926, -3.93277], [5.19999, -1.95170, -3.85031], [4.78129, -3.77585, -2.22283], [2.90589, -3.62893, -0.64295]],
  "multiplicity": 5,
  "de_lowest_ev": 0.000,
  "total_charge": 2,
  "gap_ev": [7.134, 4.558],
  "lumo_ev": [-3.95, -7.22],
  "e_homo_ev": [-11.08, -11.77],
  "max_force_ev_per_a": 3.1
}

4.
{
  "formula": "C7H12N2O5S",
  "method": "the ωB97M-V functional and the def2-TZVPD basis",
  "symbols": ["C", "C", "C", "C", "C", "C", "C", "H", "H", "H", "H", "H", "H", "H", "H", "H", "H", "H", "H", "N", "N", "O", "O", "O", "O", "O", "S"],
  "positions_angstrom": [[-2.00231, 1.39755, 0.18288], [-0.61272, 0.84514, 0.47788], [-2.73168, 0.33030, -0.64549], [-3.07991, -0.90711, 0.19383], [1.56900, 0.41477, -0.52212], [1.13553, -1.05050, -0.64820], [2.53927, 0.66915, 0.63659], [-2.83947, 2.87268, -1.00825], [-1.61818, 3.40541, 0.00332], [-2.53346, 1.50259, 1.15488], [-3.71772, 0.76033, -1.00168], [-2.14001, 0.05798, -1.49292], [-1.55637, -1.79819, -0.52576], [0.07369, 1.78633, -1.21414], [2.03826, 0.69842, -1.45745], [2.54855, 1.75366, 0.87309], [2.19181, 0.15292, 1.53691], [4.69724, 1.32947, -0.07529], [1.66482, -2.78479, -0.26906], [-1.91532, 2.62850, -0.60472], [0.35972, 1.23095, -0.40654], [-0.41006, 0.04115, 1.36665], [-4.00289, -0.88817, 0.96779], [-2.32418, -2.00410, 0.01597], [0.15165, -1.41004, -1.25106], [1.99869, -1.89983, -0.09268], [4.24195, 0.14620, 0.27811]],
  "multiplicity": 1,
  "de_lowest_ev": 0.000,
  "gap_ev": 9.914,
  "lumo_ev": 0.43,
  "e_homo_ev": -9.48,
  "max_force_ev_per_a": 1.4
}

5.
{
  "formula": "C4H14NO3",
  "method": "the ωB97M-V functional and the def2-TZVPD basis",
  "symbols": ["O", "C", "C", "N", "C", "C", "H", "H", "H", "H", "H", "H", "H", "H", "H", "H", "H", "H", "O", "H", "H", "O"],
  "positions_angstrom": [[-0.47899, 1.38688, -0.13896], [0.28035, 0.62413, -0.63680], [0.03563, -0.82843, -0.98375], [1.16470, -1.56152, -0.44332], [-1.24167, 0.45614, 3.83160], [-1.37857, -1.29194, -0.66298], [1.33187, 0.88425, -0.86558], [0.11021, -0.84104, -2.09414], [1.03914, -2.55998, -0.55318], [-2.17586, 0.61948, 3.29200], [-0.41437, 0.24445, 3.16560], [-1.22288, 1.33183, 4.47851], [-1.31274, -0.39111, 4.52468], [-1.62485, -1.05147, 0.37132], [-2.11117, -0.87337, -1.34667], [-1.52374, -2.37872, -0.68636], [0.14176, 1.72605, -4.13281], [1.47669, 2.38105, -3.69832], [0.55177, 2.28073, -3.45346], [1.23015, -1.68334, 2.43012], [1.22251, -1.18265, 0.67639], [0.98137, -0.96248, 1.84075]],
  "multiplicity": 2,
  "de_lowest_ev": 2.285,
  "gap_ev": [10.249, 7.545],
  "lumo_ev": [0.51, -2.22],
  "e_homo_ev": [-9.74, -9.77],
  "max_force_ev_per_a": 2.0
}

6.
{
  "formula": "C4H7F",
  "method": "the ωB97M-V functional and the def2-TZVPD basis",
  "symbols": ["C", "C", "C", "C", "F", "H", "H", "H", "H", "H", "H", "H"],
  "positions_angstrom": [[0.53434, -1.02689, 1.01863], [-0.81716, -0.71684, 0.40169], [0.42446, -0.19505, -0.17821], [0.98155, 0.52955, -1.11464], [-1.24305, 3.21417, 0.50702], [0.80284, -0.56883, 1.95926], [0.92107, -2.03157, 0.91386], [-1.32923, -1.51318, -0.11997], [-1.48528, -0.04321, 0.91803], [-0.67138, 2.63937, 0.04030], [0.39217, 0.99739, -1.89076], [2.05024, 0.65923, -1.17893]],
  "multiplicity": 1,
  "de_lowest_ev": 1.137,
  "gap_ev": 11.156,
  "lumo_ev": 0.99,
  "e_homo_ev": -10.17,
  "max_force_ev_per_a": 0.6
}

Please write out number 2 again, unchanged.
{
  "formula": "C7H15NO3P",
  "method": "the ωB97M-V functional and the def2-TZVPD basis",
  "symbols": ["C", "C", "C", "C", "C", "C", "C", "N", "O", "O", "O", "P", "H", "H", "H", "H", "H", "H", "H", "H", "H", "H", "H", "H", "H", "H", "H"],
  "positions_angstrom": [[-1.05400, -1.84614, -0.14293], [-1.21105, -0.55704, 0.50367], [-2.01684, -2.24494, -1.11955], [2.37253, -1.72502, -0.91466], [1.32663, 2.49498, 1.42920], [2.07668, -0.22230, -0.87098], [1.63465, 1.71707, 0.11298], [2.08385, 0.34177, 0.22262], [-1.72739, 1.35020, -0.64200], [-2.25913, 1.77346, 1.76480], [-3.84569, 0.26125, 0.40534], [-2.43016, 0.69987, 0.45087], [-0.30604, -2.52258, -0.00448], [-2.91740, -1.60387, -1.16283], [-2.48477, -3.13492, -1.01387], [-1.44085, -2.25184, -2.03746], [1.93876, -2.19424, -0.11103], [1.99751, -2.33346, -1.80137], [3.42770, -1.91923, -0.82779], [0.24477, 2.32108, 1.67158], [1.96358, 2.30855, 2.31305], [1.40236, 3.56915, 1.25496], [1.75741, 0.27140, -1.78750], [-0.36523, -0.17982, 1.11031], [2.37727, 2.33464, -0.43902], [0.68834, 1.59300, -0.44975], [-3.23348, 1.69900, 2.08587]],
  "multiplicity": 1,
  "de_lowest_ev": 3.695,
  "total_charge": -1,
  "gap_ev": 7.737,
  "lumo_ev": 3.57,
  "e_homo_ev": -4.17,
  "max_force_ev_per_a": 8.0
}